Record 1
DFT (ωB97M-V/def2-TZVPD) results for a cluster of 7 separate species, C15H50BN9O7 in total.

Summary:
- LUMO energy (eV) = 0.19
- HOMO energy (eV) = -8.72
- Kohn-Sham gap (eV) = 8.9

Each line ends with the Löwdin charge.
Element x y z (Å)
N: 0.228 0.214 0.009  0.30
H: 0.417 1.121 -0.401  0.08
H: 0.501 0.120 0.981  0.07
H: 0.801 -0.418 -0.545  0.03
H: -0.745 -0.006 -0.167  0.08
B: 1.776 -1.878 -1.639  -0.42
H: 2.830 -1.906 -1.351  -0.01
H: 1.526 -2.751 -2.247  0.00
H: 1.215 -1.822 -0.702  -0.04
H: 1.644 -0.973 -2.238  -0.05
C: -2.275 0.997 5.349  -0.12
O: -2.285 1.398 3.989  -0.17
C: -1.446 0.543 3.202  -0.20
C: 0.079 0.726 3.481  -0.15
N: 1.001 -0.269 2.829  -0.09
C: 2.404 0.113 2.945  -0.19
C: 3.229 -1.151 2.572  -0.19
O: 2.991 -2.102 3.595  -0.18
C: 3.765 -3.210 3.498  -0.15
H: -2.366 -0.086 5.447  0.09
H: -3.132 1.457 5.842  0.09
H: -1.417 1.214 5.987  0.08
H: -1.622 0.665 2.134  0.09
H: -1.683 -0.483 3.488  0.11
H: 0.237 0.610 4.554  0.11
H: 0.297 1.701 3.045  0.11
H: 0.970 -1.220 3.171  0.11
H: 2.642 0.388 3.974  0.12
H: 2.480 1.012 2.332  0.10
H: 4.240 -0.741 2.560  0.13
H: 2.935 -1.438 1.562  0.12
H: 4.838 -3.016 3.517  0.09
H: 3.633 -3.742 2.554  0.09
H: 3.388 -3.894 4.259  0.10
C: -2.638 -3.122 1.174  -0.10
O: -2.580 -1.773 0.796  -0.26
C: -3.817 -1.245 0.306  -0.18
C: -3.712 0.298 0.052  -0.16
N: -2.769 0.579 -1.044  -0.07
C: -2.723 1.980 -1.413  -0.20
C: -1.879 2.177 -2.711  -0.20
O: -0.517 1.976 -2.421  -0.25
C: 0.263 1.713 -3.590  -0.05
H: -3.132 -3.290 2.132  0.09
H: -1.570 -3.258 1.350  0.09
H: -2.885 -3.744 0.314  0.10
H: -4.681 -1.472 0.932  0.12
H: -4.009 -1.783 -0.624  0.11
H: -3.378 0.785 0.968  0.10
H: -4.710 0.668 -0.190  0.12
H: -3.079 0.057 -1.853  0.08
H: -2.358 2.542 -0.553  0.11
H: -3.693 2.407 -1.677  0.12
H: -1.968 3.196 -3.092  0.12
H: -2.385 1.515 -3.414  0.13
H: 1.180 1.173 -3.356  0.08
H: 0.548 2.691 -3.982  0.09
H: -0.303 1.182 -4.355  0.08
C: -1.778 -1.693 -3.108  -0.83
O: -2.948 -1.643 -3.339  0.04
N: -1.268 -1.900 -1.977  0.21
N: -0.834 -1.522 -4.010  0.19
H: -1.809 -1.895 -1.125  0.08
H: -0.260 -1.944 -1.918  0.03
H: 0.108 -1.598 -3.656  0.07
H: -1.150 -1.089 -4.864  0.12
C: 0.958 3.598 0.446  -0.76
O: 1.503 2.523 0.455  0.04
N: 0.079 3.968 -0.456  0.18
N: 1.061 4.545 1.324  0.17
H: -0.067 3.375 -1.262  0.08
H: -0.492 4.789 -0.324  0.12
H: 1.630 4.416 2.146  0.13
H: 0.722 5.440 1.008  0.11
C: 3.835 -0.565 -4.214  -0.78
O: 4.458 -0.231 -5.200  0.01
N: 3.791 0.073 -3.073  0.16
N: 2.994 -1.590 -4.250  0.16
H: 3.143 -0.232 -2.363  0.04
H: 4.465 0.820 -2.994  0.12
H: 3.010 -2.066 -5.139  0.11
H: 2.548 -2.006 -3.440  0.01

---

Record 2
DFT (ωB97M-V/def2-TZVPD) results for a structure of composition C6H14NiO4.

Summary:
- 2S+1 = 3
- LUMO energy (spin up / spin down) (eV) = 0.69 / 0.69
- HOMO energy (spin up / spin down) (eV) = -7.51 / -7.85
- Kohn-Sham gap (spin up / spin down) (eV) = 8.2 / 8.5

Each line ends with the Löwdin charge.
Element x y z (Å)
O: -0.919 1.760 0.714  -0.26
Ni: -0.526 -0.082 0.507  0.76
C: -2.000 0.354 -2.374  -0.08
O: -1.280 0.612 -1.192  -0.29
C: -1.575 1.864 -0.501  -0.36
C: -1.139 -2.054 1.038  -0.19
O: -0.074 -2.951 0.625  -0.26
C: 1.249 -2.605 0.892  -0.25
C: 1.888 -1.666 -0.113  -0.17
O: 1.363 -0.343 -0.012  -0.29
C: 2.008 0.601 -0.854  -0.06
H: -1.693 -0.630 -2.748  0.10
H: -3.085 0.343 -2.186  0.10
H: -1.759 1.113 -3.133  0.10
H: -2.678 1.995 -0.517  0.12
H: -1.147 2.682 -1.118  0.12
H: -1.348 -2.282 2.104  0.04
H: -2.029 -2.413 0.492  0.04
H: 1.846 -3.531 0.870  0.13
H: 1.352 -2.192 1.912  0.13
H: 2.973 -1.620 0.072  0.13
H: 1.727 -2.041 -1.138  0.14
H: 1.723 1.602 -0.513  0.10
H: 3.097 0.466 -0.791  0.10
H: 1.686 0.469 -1.897  0.10

---

Record 3
DFT (ωB97M-V/def2-TZVPD) results for a cluster of 4 separate species, C33H75FNO16P4 in total.

Summary:
- 2S+1 = 2
- LUMO energy (spin up / spin down) (eV) = -0.31 / -0.31
- HOMO energy (spin up / spin down) (eV) = -8.64 / -9.48
- Kohn-Sham gap (spin up / spin down) (eV) = 8.3 / 9.2

Each line ends with the Löwdin charge.
Element x y z (Å)
C: 5.402 0.694 4.504  -0.07
C: 4.824 0.842 3.091  -0.27
O: 5.666 1.571 2.180  -0.18
P: 5.572 3.172 2.267  0.52
O: 6.325 3.736 1.140  -0.26
C: 3.836 3.736 2.164  -0.17
C: 3.372 4.210 3.558  -0.17
C: 1.923 4.749 3.578  -0.42
F: 1.899 5.849 2.729  0.03
C: 1.025 3.624 3.034  -0.03
C: -0.420 3.520 3.589  -0.45
C: -0.750 2.055 3.985  -0.02
C: -1.379 3.827 2.398  -0.03
N: -0.750 4.496 4.648  -0.10
O: -1.080 5.644 4.158  0.01
C: 0.318 4.687 5.647  -0.47
C: 0.594 3.458 6.540  -0.02
C: -0.174 5.805 6.604  -0.04
C: 1.652 5.191 5.042  -0.03
O: 6.197 3.594 3.687  -0.22
C: 7.354 4.452 3.613  -0.27
C: 7.997 4.431 4.999  -0.08
H: 4.969 1.447 5.164  0.06
H: 6.487 0.752 4.523  0.08
H: 5.066 -0.267 4.901  0.08
H: 4.728 -0.159 2.667  0.12
H: 3.808 1.245 3.140  0.09
H: 3.795 4.551 1.448  0.11
H: 3.244 2.864 1.887  0.08
H: 4.003 5.058 3.850  0.13
H: 3.517 3.452 4.331  0.11
H: 0.952 3.783 1.956  0.13
H: 1.498 2.645 3.139  0.11
H: 0.159 1.638 4.433  0.07
H: -1.013 1.451 3.123  0.07
H: -1.498 2.046 4.776  0.09
H: -1.415 2.942 1.762  0.07
H: -2.387 3.994 2.775  0.09
H: -1.017 4.663 1.805  0.08
H: 0.920 3.749 7.533  0.08
H: 1.341 2.830 6.046  0.08
H: -0.304 2.846 6.653  0.08
H: 0.502 5.796 7.464  0.08
H: -0.100 6.793 6.161  0.08
H: -1.170 5.590 6.992  0.09
H: 2.465 4.813 5.659  0.12
H: 1.642 6.280 5.049  0.13
H: 7.087 5.480 3.372  0.12
H: 8.099 4.074 2.917  0.11
H: 7.241 4.689 5.744  0.07
H: 8.758 5.212 5.049  0.08
H: 8.419 3.455 5.231  0.07
O: -3.313 -0.653 2.130  -0.23
P: -3.391 -1.790 1.165  0.59
O: -3.667 -0.898 -0.192  -0.22
C: -2.644 -0.043 -0.694  -0.29
C: -1.594 -0.817 -1.473  -0.08
O: -4.916 -2.328 1.422  -0.22
C: -5.506 -2.281 2.724  -0.29
C: -6.523 -1.164 2.795  -0.07
O: -3.028 -3.054 0.198  -0.20
C: -3.335 -4.412 0.587  -0.26
C: -4.446 -4.928 -0.296  -0.06
H: -2.186 0.518 0.128  0.10
H: -3.136 0.673 -1.351  0.12
H: -1.029 -1.481 -0.814  0.07
H: -0.893 -0.135 -1.956  0.07
H: -2.065 -1.441 -2.232  0.08
H: -4.747 -2.173 3.499  0.10
H: -5.999 -3.243 2.887  0.12
H: -6.065 -0.205 2.554  0.08
H: -6.964 -1.102 3.790  0.08
H: -7.319 -1.331 2.068  0.08
H: -3.597 -4.478 1.643  0.11
H: -2.434 -5.009 0.433  0.12
H: -5.353 -4.339 -0.177  0.08
H: -4.672 -5.969 -0.061  0.08
H: -4.160 -4.864 -1.347  0.08
O: 2.391 3.806 -1.645  -0.23
P: 3.160 3.332 -2.822  0.53
O: 4.520 4.193 -2.877  -0.19
C: 5.478 4.040 -1.813  -0.27
C: 6.302 2.781 -1.989  -0.08
O: 2.330 4.039 -4.051  -0.23
C: 0.959 4.407 -3.903  -0.30
C: 0.833 5.907 -3.747  -0.07
O: 3.684 2.136 -3.783  -0.20
C: 2.776 1.421 -4.644  -0.26
C: 3.073 1.791 -6.078  -0.07
H: 4.972 4.043 -0.850  0.08
H: 6.128 4.913 -1.848  0.12
H: 5.681 1.889 -1.871  0.07
H: 7.099 2.743 -1.249  0.07
H: 6.735 2.742 -2.989  0.08
H: 0.497 3.885 -3.065  0.10
H: 0.441 4.084 -4.811  0.11
H: 1.411 6.259 -2.892  0.08
H: -0.209 6.199 -3.610  0.08
H: 1.225 6.412 -4.631  0.08
H: 1.736 1.623 -4.386  0.11
H: 2.953 0.355 -4.492  0.12
H: 2.921 2.855 -6.250  0.07
H: 2.432 1.230 -6.760  0.08
H: 4.115 1.573 -6.318  0.08
O: -4.355 -7.212 -3.480  -0.23
P: -4.202 -8.087 -4.666  0.53
O: -3.781 -7.129 -5.901  -0.19
C: -2.515 -6.463 -5.876  -0.28
C: -1.384 -7.396 -6.270  -0.08
O: -5.768 -8.339 -5.084  -0.23
C: -6.819 -8.238 -4.121  -0.30
C: -7.592 -6.953 -4.324  -0.07
O: -3.719 -9.466 -5.359  -0.20
C: -4.404 -10.710 -5.100  -0.26
C: -5.140 -11.129 -6.350  -0.07
H: -2.339 -6.028 -4.888  0.11
H: -2.585 -5.644 -6.591  0.12
H: -1.243 -8.177 -5.519  0.07
H: -0.449 -6.845 -6.371  0.08
H: -1.608 -7.892 -7.214  0.08
H: -6.432 -8.308 -3.105  0.10
H: -7.479 -9.096 -4.275  0.12
H: -6.933 -6.087 -4.254  0.08
H: -8.383 -6.853 -3.579  0.08
H: -8.042 -6.936 -5.317  0.08
H: -5.077 -10.626 -4.247  0.11
H: -3.646 -11.453 -4.849  0.12
H: -5.890 -10.392 -6.631  0.08
H: -5.632 -12.091 -6.201  0.08
H: -4.446 -11.215 -7.187  0.08

---

Record 4
DFT (ωB97M-V/def2-TZVPD) results for a cluster of 4 separate species, C4H16O5 in total.

Summary:
- LUMO energy (eV) = 0.48
- HOMO energy (eV) = -10.09
- Kohn-Sham gap (eV) = 10.6

Each line ends with the Löwdin charge.
Element x y z (Å)
O: 0.161 1.812 2.307  -0.16
C: 0.549 0.429 2.291  -0.26
C: 1.640 0.280 1.230  -0.15
C: 1.590 -1.213 0.539  -0.14
C: 0.877 -1.132 -0.811  -0.30
O: 0.234 -2.329 -1.161  -0.11
H: -0.267 2.107 3.224  0.15
H: 1.082 0.330 3.248  0.12
H: -0.393 -0.096 2.089  0.13
H: 1.279 0.949 0.348  0.12
H: 2.612 0.550 1.516  0.08
H: 1.188 -1.954 1.185  0.08
H: 2.772 -1.411 0.448  0.14
H: 1.494 -1.055 -1.737  0.13
H: 0.006 -0.350 -0.913  0.10
H: 0.802 -3.127 -1.042  0.11
O: -3.144 -0.549 -0.836  -0.05
H: -2.238 -0.587 -1.038  -0.06
H: -3.252 0.454 -0.859  0.08
O: -1.435 0.306 -3.142  -0.07
H: -1.741 -0.397 -2.558  0.00
H: -0.478 0.454 -2.929  0.05
O: -1.024 1.752 -0.534  -0.09
H: -1.563 2.386 -1.041  0.06
H: -0.752 2.390 0.176  0.06

---

Record 5
DFT (ωB97M-V/def2-TZVPD) results for a structure of composition C9H10ClCrIO4.

Summary:
- LUMO energy (eV) = -1.50
- HOMO energy (eV) = -9.47
- Kohn-Sham gap (eV) = 8.0

Each line ends with the Löwdin charge.
Element x y z (Å)
Cr: 0.708 1.182 0.186  0.36
O: -0.898 2.365 2.943  -0.37
Cl: -1.072 1.742 1.658  0.79
O: -2.453 1.741 1.234  -0.38
O: -0.587 0.299 1.737  -0.52
O: 1.451 2.406 -0.302  -0.28
I: 2.761 0.164 1.933  0.91
C: 1.927 -0.365 0.023  -0.64
H: 1.485 -1.354 0.108  0.00
H: 2.733 -0.351 -0.702  -0.01
C: -1.271 -0.465 -1.022  -0.09
H: -2.290 -0.090 -0.874  0.11
H: -1.021 -1.030 -0.132  0.06
H: -1.265 -1.121 -1.894  0.10
C: -0.390 0.726 -1.248  -0.14
C: -0.510 1.377 -2.547  -0.21
C: -1.630 1.154 -3.367  -0.02
C: -1.740 1.758 -4.604  -0.06
C: -0.722 2.580 -5.074  -0.06
C: 0.397 2.807 -4.284  -0.06
C: 0.492 2.229 -3.033  -0.02
H: -2.440 0.526 -3.025  0.11
H: -2.622 1.584 -5.205  0.11
H: -0.802 3.042 -6.049  0.11
H: 1.195 3.444 -4.644  0.11
H: 1.364 2.415 -2.427  0.09

---

no.,total energy (hartree),molar mass (u),strongest force on any atom (eV/A)
1,-1645.74020,479.4,6.67
2,-2046.15184,208.9,2.43
3,-4026.39449,884.8,7.88
4,-538.10994,144.2,5.16
5,-2451.93558,396.5,0.93